# 1
Below is 2 unconnected molecules or ions with the total composition C8H17N3O at a distorted geometry, with properties calculated with ωB97M-V with the def2-TZVPD basis set.

Computed properties:
Energy relative to the best compared isomer or geometry (same formula, charge and spin) (kcal per mole): 21.20
Multiplicity: 1
Net charge: +2
LUMO energy (eV): -7.31
HOMO (Eh): -0.564

Each line ends with the Mulliken charge.
CARTESIAN COORDINATES (ANGSTROEM)
C1 8.44931 1.98909 0.36005  -0.089
C2 10.36577 1.05302 -0.13004  0.034
C3 -8.96380 -0.42169 -1.11334  -1.436
C4 -8.37564 1.64378 -0.10707  -1.037
C5 -9.10974 -0.38679 1.38840  -1.290
C6 9.38319 -1.01639 -1.08559  -0.587
C7 9.84158 -1.93631 0.07171  -0.555
C8 -8.87539 0.36454 0.13591  1.187
N1 8.16229 0.88107 -0.25349  -0.653
N2 9.85837 2.15213 0.47570  -0.092
N3 9.38351 0.33171 -0.58727  0.675
O1 9.10504 -1.82885 1.30794  -0.434
H1 7.68549 2.71148 0.72324  0.390
H2 11.46931 0.83759 -0.29712  0.358
H3 -9.41567 -1.31252 -1.12645  0.461
H4 -9.29711 0.07010 -2.06808  0.401
H5 -7.98695 -0.76779 -1.40157  0.420
H6 -7.65864 1.91642 0.80664  0.343
H7 -9.28797 2.46994 -0.10224  0.356
H8 -8.01464 1.84368 -1.05875  0.416
H9 -10.08200 -0.93085 1.54652  0.381
H10 -8.38359 -1.11544 1.48782  0.384
H11 -9.12081 0.05502 2.36454  0.413
H12 8.49232 -1.40899 -1.38154  0.362
H13 10.21873 -0.97741 -1.94310  0.316
H14 10.01219 -3.01241 -0.06955  0.406
H15 10.93808 -1.67086 0.21336  0.279
H16 10.43098 2.77427 1.01378  0.252
H17 8.24157 -1.92256 0.89643  0.338


# 2
Below is a molecular structure, C30H47ClMnP2 at a distorted geometry, with properties calculated with ωB97M-V with the def2-TZVPD basis set.

Computed properties:
Multiplicity: 4
Net charge: +2
LUMO energy (alpha / beta) (eV): -8.79 / -8.62
⟨S²⟩: 3.949
HOMO (alpha / beta) (Eh): -0.467 / -0.467

Each line ends with the Mulliken charge.
CARTESIAN COORDINATES (ANGSTROEM)
Mn1 -0.64039 -0.59255 0.98378  -0.530
C1 -1.94361 -0.99797 2.89336  0.647
C2 -1.58175 -2.09566 2.00811  0.216
C3 0.28621 -1.44441 3.27899  0.660
C4 -0.80869 -0.65191 3.68758  0.678
C5 -0.13124 -2.29393 2.19142  1.036
C6 -3.34509 -0.62023 3.21727  -1.822
H1 -4.00885 -0.75931 2.35476  0.409
H2 -3.41563 0.42784 3.54045  0.470
H3 -3.73777 -1.24557 4.03741  0.327
C7 -0.83427 0.24868 4.87191  -1.572
H4 -1.63221 0.99642 4.78762  0.346
H5 0.11667 0.78618 4.97811  0.202
H6 -1.00591 -0.31220 5.80455  0.314
C8 1.57868 -1.55725 3.99708  -1.399
H7 1.46369 -2.05716 4.97371  0.364
H8 2.01053 -0.56523 4.18098  0.073
H9 2.30424 -2.13337 3.41161  0.381
C9 0.62451 -3.48803 1.73072  -1.658
H10 0.59451 -4.28458 2.49429  0.332
H11 1.67703 -3.23248 1.54651  0.459
H12 0.20756 -3.89125 0.80073  0.377
C10 -2.52265 -3.03289 1.33775  -1.543
H13 -2.79574 -3.86328 2.00990  0.340
H14 -2.07691 -3.46395 0.43314  0.293
H15 -3.44741 -2.52104 1.03871  0.368
C11 -1.12416 1.33622 0.24283  -0.094
C12 -2.28340 0.50315 0.20425  -0.389
C13 -2.75071 -0.23098 -1.01598  -1.408
C14 -1.67828 -1.13210 -1.68606  0.231
C15 -0.48635 -1.53599 -0.85183  -0.246
C16 0.67975 -0.72885 -0.63865  -0.203
C17 0.88851 0.63710 -1.22617  -0.270
C18 -0.23995 1.66359 -0.93420  -0.827
H16 -3.14193 0.45408 -1.79285  0.594
H17 -1.33305 -0.62133 -2.60882  -1.487
H18 -3.61192 -0.86265 -0.73325  0.391
H19 -0.82963 1.79862 -1.85723  -0.320
H20 -1.09211 2.08449 1.04539  0.606
H21 -3.07055 0.72601 0.93477  0.996
H22 0.26122 2.62158 -0.71924  0.673
H23 1.83490 1.03886 -0.82353  0.570
H24 1.61368 -1.24506 -0.38389  0.857
H25 1.03650 0.58702 -2.32184  -0.306
H26 -2.19248 -2.04880 -2.02519  0.751
H27 -0.32805 -2.61412 -0.80713  0.966
P1 -0.81759 0.94860 -4.28309  0.989
C19 -0.91315 2.76650 -4.55411  -1.518
C20 -2.03521 0.38567 -5.54690  -1.260
P2 1.50839 -0.96936 -4.93916  0.386
C21 0.75034 0.69672 -5.20949  -1.518
C22 0.83708 -1.85840 -6.42323  -1.163
C23 3.12732 -0.51285 -5.71825  -1.215
H28 -0.03554 3.24620 -4.10015  0.365
H29 -1.82543 3.15193 -4.08093  0.400
H30 -0.93630 2.98264 -5.62820  0.465
H31 -1.92585 0.97639 -6.46581  0.418
H32 -3.03826 0.55431 -5.13411  0.400
H33 -1.90719 -0.68149 -5.76727  0.258
H34 2.97527 -0.18590 -6.75281  0.344
H35 3.79522 -1.38182 -5.70677  0.414
H36 3.58092 0.29818 -5.13788  0.335
H37 1.47501 1.45474 -4.87195  0.549
H38 0.56695 0.84865 -6.28386  0.684
H39 1.35856 -2.82173 -6.49155  0.415
H40 1.03156 -1.28957 -7.33972  0.353
H41 -0.23708 -2.04033 -6.30776  0.278
Cl1 -0.09307 3.55493 3.37687  -0.107
C24 1.43120 3.08898 3.99782  0.609
C25 1.84702 3.61772 5.20884  -0.554
C26 2.99595 3.11166 5.84165  -0.292
C27 3.69921 2.04396 5.26318  -0.744
C28 3.31124 1.51568 4.04061  -0.112
C29 2.17596 2.04731 3.32251  -0.050
C30 1.79150 1.56840 2.09132  -0.292
H42 1.25898 4.40633 5.68048  0.458
H43 3.33147 3.55037 6.78627  0.436
H44 4.54802 1.60966 5.80224  0.428
H45 3.85455 0.66429 3.61124  0.462
H46 2.35249 0.75053 1.63783  0.401
H47 1.07297 2.11540 1.49032  0.126


# 3
Below is 3 unconnected molecules or ions with the total composition C22H51ClF3N4O4P at a distorted geometry, with properties calculated with ωB97M-V with the def2-TZVPD basis set.

Computed properties:
Multiplicity: 1
Net charge: 0
Structure (SMILES): CCNN[C@H](CCCO)[C@](OCC(F)(F)F)([C@@H](Cl)CC)P(C)C.COC[C@@H](C)N.COC[C@@H](C)N
LUMO energy (eV): 0.45
HOMO (Eh): -0.294

Each line ends with the Mulliken charge.
CARTESIAN COORDINATES (ANGSTROEM)
C1 -2.48451 0.14954 5.32669  -1.316
C2 -2.56514 -0.60000 4.00458  -0.415
N1 -1.77316 0.10090 3.01111  0.021
N2 -2.22902 -0.12437 1.66992  -0.331
C3 -1.15105 -0.53245 0.75954  -0.849
C4 -0.39092 -1.76992 1.29919  -0.460
C5 -0.04316 -2.85056 0.25750  -0.963
C6 1.45074 -3.15759 0.14508  -0.942
O1 1.80894 -3.53750 -1.18369  -0.504
C7 -0.29820 0.69110 0.30553  1.300
O2 -0.15269 0.71188 -1.12422  -0.446
C8 0.41148 -0.40641 -1.75744  -0.378
C9 1.13992 0.04606 -3.02080  0.708
F1 1.12342 -0.97536 -3.94342  -0.278
F2 0.56494 1.14799 -3.59508  -0.252
F3 2.45708 0.33918 -2.77252  -0.264
C10 1.09934 0.77591 0.96882  0.103
Cl1 2.17903 1.86885 0.03189  -0.135
C11 1.14194 1.14320 2.44581  -0.100
C12 2.57507 1.33637 2.97552  -1.556
P1 -1.32214 2.23850 0.68615  0.019
C13 -0.46994 3.58030 -0.21347  -1.328
C14 -2.79623 2.01113 -0.38981  -1.348
H1 -2.71643 -0.50663 6.15609  0.403
H2 -1.48975 0.54943 5.48079  0.315
H3 -3.20487 0.95864 5.33298  0.317
H4 -2.16908 -1.60233 4.13575  0.274
H5 -3.61536 -0.64273 3.70484  0.391
H6 -1.83142 1.10267 3.15378  0.315
H7 -2.87723 -0.90011 1.69738  0.552
H8 -1.68787 -0.84776 -0.13154  0.877
H9 0.48873 -1.51724 1.87800  0.265
H10 -1.06342 -2.24091 2.00669  0.254
H11 -0.43253 -2.60539 -0.72080  0.439
H12 -0.53820 -3.77487 0.54472  0.577
H13 1.68762 -3.98946 0.80185  0.441
H14 2.05615 -2.29580 0.39480  0.401
H15 1.46211 -4.41320 -1.33182  0.146
H16 -0.37154 -1.08032 -2.09393  0.246
H17 1.14111 -0.93834 -1.16061  0.033
H18 1.58228 -0.19093 0.88044  -0.377
H19 0.72713 0.30129 2.98258  0.084
H20 0.58852 2.04982 2.64221  0.313
H21 2.89572 2.35637 2.81378  0.356
H22 2.54445 1.20439 4.05236  0.453
H23 3.27622 0.64504 2.52944  0.333
H24 -1.21085 4.34062 -0.44021  0.462
H25 -0.00999 3.28052 -1.14992  0.322
H26 0.29906 4.05567 0.37952  0.345
H27 -2.56301 1.28935 -1.16870  0.343
H28 -3.07751 2.95438 -0.83419  0.513
H29 -3.59152 1.59107 0.20653  0.274
C15 -0.11171 9.55733 -1.65897  -1.407
C16 0.26619 9.02475 -0.28095  0.373
C17 1.34770 7.93589 -0.31056  -0.807
O3 0.89063 6.66249 -0.71673  -0.173
C18 0.82143 6.46004 -2.11607  -0.691
N3 -0.94908 8.58525 0.40988  -0.734
H30 -0.73669 8.85386 -2.20825  0.279
H31 -0.67884 10.48213 -1.55957  0.349
H32 0.77597 9.76733 -2.25877  0.346
H33 0.68364 9.86033 0.28874  0.410
H34 1.71690 7.79819 0.70924  0.313
H35 2.20387 8.24575 -0.92431  0.395
H36 1.62422 6.98378 -2.64268  0.372
H37 -0.14620 6.77852 -2.51242  0.256
H38 0.92235 5.39127 -2.30126  0.149
H39 -0.72071 8.33346 1.36693  0.273
H40 -1.24876 7.71274 -0.01590  0.301
C19 1.71679 -8.12053 -2.86293  -1.668
C20 1.08942 -7.33195 -1.71964  0.752
C21 0.35132 -8.20113 -0.69269  -0.758
O4 -0.91397 -8.66278 -1.11577  -0.388
C22 -0.90202 -9.83918 -1.90366  -0.647
N4 0.22840 -6.28393 -2.28179  -0.655
H41 0.96929 -8.45734 -3.58048  0.291
H42 2.42444 -7.49468 -3.40490  0.400
H43 2.25365 -8.99481 -2.49084  0.361
H44 1.90474 -6.83774 -1.17987  0.372
H45 0.15421 -7.58885 0.19200  0.292
H46 0.97604 -9.04376 -0.36919  0.467
H47 -0.10969 -10.52349 -1.58734  0.303
H48 -0.78461 -9.61250 -2.96592  0.226
H49 -1.86344 -10.33264 -1.76770  0.261
H50 -0.11938 -5.69614 -1.52739  0.082
H51 -0.61029 -6.73165 -2.63995  0.354